No. 1
C34H50O4P | ωB97M-V with the def2-TZVPD basis set

Geometry as XYZ:
```
89
Properties=species:S:1:pos:R:3:forces:R:3
C 0.284 -5.072 1.580 0.00 0.18 0.19
C 0.887 -3.663 1.560 -0.18 -0.44 0.13
C 2.366 -3.689 1.213 0.08 0.18 0.01
C 2.906 -2.409 0.607 -0.04 0.03 0.09
C 2.274 -1.956 -0.706 0.37 0.06 -0.04
C 2.031 -3.023 -1.759 -0.47 -0.15 -0.32
C 0.803 -2.735 -2.645 0.23 -0.07 0.18
C -0.483 -3.428 -2.187 -0.12 -0.04 0.05
C -1.062 -4.516 -3.109 -0.36 0.24 0.27
C -2.540 -4.302 -3.480 0.19 -0.05 0.11
C -3.485 -5.081 -2.575 -0.14 0.17 -0.11
C -4.934 -4.598 -2.591 0.37 0.08 0.21
C -5.139 -3.283 -1.839 0.09 -0.19 -0.13
C -4.856 -3.350 -0.335 0.14 -0.10 -0.07
C -3.632 -2.545 0.075 -0.01 -0.05 -0.03
C -3.570 -2.213 1.573 -0.39 -0.23 -0.25
P -4.297 -0.624 1.904 0.22 0.03 0.14
C -3.118 0.713 1.741 -0.27 0.11 -0.27
C -3.014 1.189 0.290 0.21 -0.42 0.17
O -1.663 1.521 0.074 0.30 0.61 -1.03
C -1.369 1.745 -1.281 -1.18 -4.74 -3.14
C -0.794 3.089 -1.520 0.04 -0.37 -0.56
O -1.603 0.810 -2.151 0.99 4.84 4.47
H -0.430 -5.199 2.386 -0.31 0.02 0.10
H -0.209 -5.315 0.646 -0.06 -0.12 -0.25
H 1.056 -5.810 1.755 0.21 -0.23 -0.01
H 0.767 -3.232 2.550 -0.02 0.31 0.15
H 0.335 -3.040 0.862 -0.11 0.19 -0.16
H 2.574 -4.529 0.560 0.04 -0.20 -0.20
H 2.921 -3.879 2.126 0.17 -0.19 0.19
H 2.769 -1.608 1.331 0.05 0.22 0.16
H 3.978 -2.514 0.485 0.27 -0.07 -0.08
H 2.950 -1.222 -1.134 0.00 0.34 -0.10
H 1.357 -1.419 -0.510 -0.49 0.10 0.14
H 1.875 -3.986 -1.287 0.04 -0.31 0.05
H 2.898 -3.126 -2.398 0.36 -0.06 -0.04
H 1.021 -3.015 -3.668 0.01 -0.05 -0.27
H 0.629 -1.666 -2.639 0.04 0.37 -0.19
H -0.296 -3.870 -1.212 -0.01 -0.02 0.30
H -1.245 -2.671 -2.037 -0.26 0.23 0.07
H -1.015 -5.451 -2.564 0.23 -0.48 -0.18
H -0.464 -4.602 -4.005 0.22 -0.08 -0.22
H -2.717 -4.591 -4.510 -0.08 -0.06 -0.26
H -2.768 -3.246 -3.409 -0.04 0.41 -0.12
H -3.093 -5.030 -1.563 0.07 -0.10 0.42
H -3.452 -6.124 -2.869 0.03 -0.30 0.05
H -5.578 -5.357 -2.159 -0.18 -0.20 0.08
H -5.242 -4.467 -3.622 -0.18 0.03 -0.26
H -4.478 -2.546 -2.281 0.06 0.35 -0.19
H -6.154 -2.944 -2.000 -0.23 0.15 -0.09
H -4.671 -4.382 -0.060 -0.13 -0.31 0.26
H -5.724 -3.019 0.227 -0.27 0.09 0.15
H -2.739 -3.102 -0.171 0.32 -0.06 -0.20
H -3.610 -1.637 -0.516 0.21 0.27 -0.20
H -4.143 -2.938 2.140 0.00 -0.27 0.21
H -2.558 -2.194 1.953 0.32 0.01 0.20
H -5.322 -0.394 0.997 -0.30 0.00 -0.01
H -4.855 -0.608 3.176 -0.13 0.09 0.10
H -2.151 0.338 2.051 0.24 -0.08 0.21
H -3.421 1.524 2.389 0.07 0.18 0.29
H -3.639 2.064 0.149 -0.23 0.15 -0.13
H -3.298 0.415 -0.413 -0.16 -0.12 -0.24
H 0.137 3.206 -0.980 0.25 0.00 0.20
H -1.474 3.860 -1.180 -0.22 0.10 0.21
H -0.627 3.207 -2.580 0.15 0.06 -0.21
C 3.491 3.153 3.604 -0.02 -0.01 -0.03
C 3.230 2.699 2.315 0.01 0.03 0.04
C 3.305 3.572 1.243 -0.05 -0.16 0.05
C 3.629 4.904 1.455 0.03 0.10 0.00
C 3.877 5.363 2.749 -0.01 0.05 -0.07
C 3.814 4.481 3.821 -0.02 -0.09 0.03
C 4.201 6.798 3.010 0.01 -0.01 -0.05
O 4.421 7.191 4.133 0.00 0.02 0.06
C 4.234 7.722 1.840 -0.02 -0.11 -0.02
C 4.490 9.069 2.058 0.02 0.07 -0.03
C 4.537 9.944 0.987 -0.01 -0.01 -0.04
C 4.332 9.477 -0.307 0.01 0.01 0.03
C 4.072 8.137 -0.530 0.01 0.08 -0.02
C 4.016 7.255 0.541 0.00 -0.07 0.08
C 3.712 5.821 0.280 -0.01 0.04 0.04
O 3.525 5.406 -0.844 -0.05 -0.01 -0.05
H 3.446 2.468 4.439 0.00 -0.03 0.03
H 2.976 1.661 2.148 0.02 -0.04 0.00
H 3.117 3.229 0.236 0.03 0.04 -0.07
H 4.019 4.849 4.816 0.01 0.07 0.02
H 4.653 9.418 3.067 0.01 -0.04 0.06
H 4.735 10.993 1.158 0.01 0.04 0.00
H 4.375 10.163 -1.142 0.00 0.03 -0.02
H 3.910 7.762 -1.530 -0.02 -0.06 -0.03
```
Positions in Å, forces in eV/Å.

Summary:
F_max ... 6.7 eV Å⁻¹
ΔE to the lowest compared entry with this formula, charge and spin ... 14.2 kcal/mol
LUMO energy ... -2.74 eV
Charge ... +1

Results of the Mulliken charge analysis, in e, for atoms 1 through 4:
1 C -1.375
2 C 0.433
3 C -1.197
4 C -1.044



No. 2
C2H7PS2 | ωB97M-V with the def2-TZVPD basis set

Geometry as XYZ:
```
12
Properties=species:S:1:pos:R:3:forces:R:3
C -0.211 -1.547 0.652 -1.94 0.98 3.83
C -0.627 -0.162 0.232 -0.10 0.26 -3.38
P 2.262 0.348 -0.386 0.85 -0.99 -0.93
S -0.602 2.702 -1.881 -1.49 -1.32 0.66
S 0.702 1.086 0.622 -1.89 0.79 0.43
H -1.129 -2.124 0.772 0.18 -0.77 -1.32
H 0.625 -1.896 0.132 0.87 -1.10 -0.73
H -0.036 -1.547 1.797 0.66 0.38 -1.64
H -1.632 0.075 0.593 0.61 0.60 0.66
H -0.834 -0.084 -0.960 0.91 -0.39 2.61
H 3.189 1.327 0.026 -0.19 0.22 0.24
H -1.708 1.823 -1.598 1.53 1.32 -0.44
```
Positions in Å, forces in eV/Å.

Summary:
F_max ... 4.4 eV Å⁻¹
ΔE to the lowest compared entry with this formula, charge and spin ... 79.3 kcal/mol
LUMO energy (spin up / spin down) ... -0.94 / -2.03 eV

Results of the Mulliken charge analysis, in e, for atoms 1 through 4:
1 C -1.116
2 C -0.432
3 P 0.000
4 S -0.204



No. 3
C6H7N2OS | ωB97M-V with the def2-TZVPD basis set

Geometry as XYZ:
```
17
Properties=species:S:1:pos:R:3:forces:R:3
C 1.957 1.063 0.428 -1.94 1.72 -0.24
C 2.950 0.176 0.480 -0.64 -0.32 -0.62
C 0.791 0.589 -0.244 3.36 -3.80 -0.16
C 0.952 -0.762 -0.721 -0.59 1.08 -2.48
C -1.540 0.823 -0.242 0.46 5.24 -0.93
C -1.560 -1.623 -0.361 -0.33 2.14 -0.54
N -0.331 1.317 -0.294 -2.03 1.51 -1.31
N -2.049 -0.313 0.049 -0.47 -3.11 1.18
O -2.044 -2.535 0.343 -0.49 -2.21 1.30
S 2.551 -1.228 -0.326 -0.65 -1.54 -0.72
H 1.888 2.093 0.764 0.68 -0.18 0.44
H 3.912 0.218 0.853 1.63 0.46 0.96
H -2.209 1.661 -0.400 -0.71 -0.23 0.33
H 0.388 -1.296 -1.674 1.59 1.54 3.18
H -0.311 2.357 -0.520 0.27 -1.86 0.49
H -2.871 -0.126 0.648 -0.05 -0.88 -0.56
H -2.475 -2.415 1.217 -0.08 0.44 -0.31
```
Positions in Å, forces in eV/Å.

Summary:
F_max ... 5.3 eV Å⁻¹
ΔE to the lowest compared entry with this formula, charge and spin ... 74.6 kcal/mol
LUMO energy ... -4.28 eV
Charge ... +1

Results of the Mulliken charge analysis, in e, for atoms 1 through 4:
1 C -0.768
2 C -0.325
3 C 0.675
4 C -0.533



No. 4
C3H9NS2 | ωB97M-V with the def2-TZVPD basis set

Geometry as XYZ:
```
15
Properties=species:S:1:pos:R:3:forces:R:3
C 1.185 0.793 1.557 0.28 -0.31 -1.10
S 2.340 0.961 0.133 0.92 0.94 1.48
S 1.306 -0.498 -1.329 -0.94 -1.39 -1.29
H 1.413 -0.021 2.243 0.39 0.05 0.09
H 0.205 0.557 1.137 -0.14 0.42 0.16
H 1.269 1.760 2.020 -0.53 0.20 0.60
H 0.678 0.446 -2.040 -0.03 0.04 0.04
C -3.459 0.124 -0.264 0.30 0.46 -0.20
C -2.400 -1.713 0.552 0.87 -0.20 0.42
N -2.552 -0.479 0.692 -0.79 0.38 -0.03
H -2.902 0.921 -0.744 0.14 0.17 -0.27
H -4.327 0.621 0.173 0.00 -0.27 0.35
H -3.760 -0.588 -1.031 -0.30 -0.06 -0.16
H -1.638 -2.184 1.154 0.04 -0.34 0.23
H -2.914 -2.325 -0.181 -0.20 -0.09 -0.33
```
Positions in Å, forces in eV/Å.

Summary:
F_max ... 2.1 eV Å⁻¹
ΔE to the lowest compared entry with this formula, charge and spin ... 34.0 kcal/mol
Expectation value of S² ... 0.7540
LUMO energy (spin up / spin down) ... 3.60 / 3.56 eV
Charge ... -1
Multiplicity ... 2

Results of the Mulliken charge analysis, in e, for atoms 1 through 4:
1 C -0.382
2 S -0.417
3 S -0.608
4 H 0.216



No. 5
C18H30N2NdO11P2 | ωB97M-V with the def2-TZVPD basis set

Geometry as XYZ:
```
64
Properties=species:S:1:pos:R:3:forces:R:3
Nd -2.096 -11.030 -13.050 -0.02 -0.62 -0.11
C -5.951 -12.477 -10.558 1.12 0.66 -1.68
N -5.119 -13.516 -11.209 0.48 1.89 -0.51
C -4.970 -14.739 -10.494 -0.66 -0.57 0.15
C -4.414 -13.201 -12.294 1.11 -0.56 -0.19
O -4.346 -12.076 -12.812 -0.62 0.31 0.28
C -3.532 -14.281 -13.066 0.08 1.67 1.07
O -2.732 -13.530 -13.998 -0.30 -0.77 -0.38
C -3.152 -13.677 -15.371 1.77 -1.65 1.21
C -3.484 -12.362 -15.958 -0.58 -0.60 -2.09
O -3.168 -11.342 -15.354 -0.03 0.83 -0.21
N -4.054 -12.416 -17.212 0.41 -0.44 2.01
C -4.429 -13.699 -17.784 -1.31 0.54 -0.82
C -4.373 -11.144 -17.816 0.74 -0.83 -1.16
H -5.597 -11.504 -10.880 0.29 0.06 0.01
H -5.934 -12.481 -9.502 0.28 -0.56 1.11
H -6.939 -12.538 -10.920 -1.36 -0.38 -0.24
H -4.212 -15.352 -10.967 -0.14 -0.28 0.02
H -5.984 -15.199 -10.573 0.97 -0.31 0.83
H -4.603 -14.493 -9.477 -0.59 -0.45 -0.42
H -4.224 -14.931 -13.561 -0.22 -0.63 -0.37
H -2.867 -14.833 -12.402 -0.02 0.10 -0.12
H -3.934 -14.408 -15.377 -0.73 -0.06 -0.19
H -2.326 -14.208 -15.930 -0.60 0.87 0.35
H -4.845 -14.348 -17.047 0.12 -0.59 0.58
H -3.698 -14.187 -18.392 0.99 -0.25 0.01
H -5.276 -13.605 -18.468 0.05 0.63 0.04
H -3.439 -10.752 -18.182 0.23 0.78 -0.08
H -4.804 -10.572 -17.057 -0.56 1.44 0.93
H -5.045 -11.202 -18.665 -0.16 -0.47 0.08
O -2.038 -8.843 -9.260 -0.96 0.79 -0.74
P -1.884 -9.978 -10.376 0.55 1.37 1.57
O -3.198 -10.466 -10.911 -0.21 -0.34 -0.74
O -0.996 -9.513 -11.500 -0.20 -0.15 -1.01
O -1.131 -11.106 -9.560 -0.23 -0.45 0.12
P -0.701 -12.560 -10.204 -0.14 -0.02 -1.02
O -1.907 -13.565 -9.760 0.49 0.39 0.19
O 0.609 -12.950 -9.719 0.13 -0.23 0.41
O -0.900 -12.416 -11.739 -0.84 0.20 0.58
H -2.580 -8.052 -9.569 1.06 -1.60 0.52
H -1.644 -14.037 -8.949 -0.05 0.22 -0.33
C -0.777 -4.167 -17.110 -1.52 0.82 1.42
C -0.423 -5.475 -16.479 -0.02 0.10 0.03
C -1.346 -6.185 -15.697 -1.15 0.83 -1.05
C -1.168 -7.443 -15.235 1.79 0.32 -0.20
C -2.207 -8.076 -14.405 -1.17 -0.58 0.13
C 0.111 -7.986 -15.499 0.77 -0.78 0.15
C 0.422 -9.316 -15.054 -0.15 -0.60 0.36
O -0.345 -10.175 -14.559 0.63 0.89 -0.44
C 1.152 -7.255 -16.176 -0.28 0.42 0.51
C 2.619 -7.593 -16.390 -2.14 -0.35 -1.77
C 0.841 -6.003 -16.662 0.04 0.71 -0.64
H -1.157 -3.432 -16.311 0.44 -1.04 -1.20
H -1.580 -4.303 -17.851 0.18 0.08 0.29
H 0.053 -3.708 -17.597 0.64 0.23 -0.33
H -2.360 -5.842 -15.595 -0.17 0.83 0.13
H -3.031 -7.405 -14.172 0.45 0.67 0.50
H -1.781 -8.518 -13.490 -0.26 0.44 -0.21
H -2.808 -8.773 -14.987 0.44 -0.89 -0.16
H 1.479 -9.551 -15.191 0.01 -0.60 0.13
H 3.223 -6.740 -16.175 0.43 0.50 -0.21
H 2.706 -7.998 -17.423 0.34 0.68 0.44
H 2.890 -8.374 -15.793 1.13 -2.01 1.77
H 1.601 -5.418 -17.241 -0.75 -0.62 0.66
```
Positions in Å, forces in eV/Å.

Summary:
F_max ... 2.9 eV Å⁻¹
ΔE to the lowest compared entry with this formula, charge and spin ... 29.6 kcal/mol
Expectation value of S² ... 3.7524
LUMO energy (spin up / spin down) ... -3.12 / -3.11 eV
Charge ... +1
Multiplicity ... 4

Results of the Mulliken charge analysis, in e, for atoms 1 through 4:
1 Nd 1.472
2 C -1.028
3 N 0.178
4 C -1.006